52
Properties=species:S:1:pos:R:3:forces:R:3 method="wB97M-V/def2-TZVPD" charge=+2 max_force_ev_per_a=9.07 homo_ha=-0.466
C -0.739 -1.207 4.624 0.316 0.388 -0.405
C -1.898 -0.055 4.319 0.042 0.217 0.832
C -2.359 0.018 2.747 -4.111 -4.761 -2.620
O -3.208 -0.908 2.241 5.718 6.108 3.332
O -1.879 1.034 1.759 0.716 -2.410 1.201
C -0.787 0.445 0.936 0.490 -0.788 0.725
C 0.598 1.278 1.200 -2.230 -0.790 3.991
B 1.427 1.700 -0.166 4.457 -0.883 -2.586
F 2.871 1.841 0.275 -2.672 -0.207 -0.549
C 1.473 0.472 -1.309 0.736 -0.922 -0.620
C 1.845 -0.996 -0.659 1.254 0.422 -0.182
N 0.679 -1.975 -0.698 1.141 -0.676 -2.939
C 1.025 -3.306 -0.063 -1.261 -2.126 0.379
C -0.389 -4.109 0.236 -0.409 -0.452 -0.480
C 0.276 -2.310 -2.135 -6.659 -0.434 -1.017
C 1.369 -2.388 -3.399 0.149 2.317 1.484
O -1.015 -2.532 -2.507 8.685 1.202 2.318
C 1.016 3.162 -0.796 -1.349 2.590 -0.003
C -0.586 3.410 -1.017 -0.373 2.016 -0.484
N -1.376 3.677 0.253 -0.418 0.494 -1.811
N -0.702 4.705 -1.849 -0.821 -2.694 -0.599
N -1.303 2.346 -1.819 0.375 0.601 0.175
H -1.187 -2.297 4.719 0.913 2.455 -0.182
H 0.038 -1.182 3.745 -1.376 -0.192 1.677
H -0.142 -0.883 5.604 -1.533 -0.868 -2.141
H -1.478 0.956 4.757 -0.955 -1.877 -1.423
H -2.842 -0.332 4.975 1.790 0.612 -1.753
H -1.072 0.285 -0.187 0.259 0.673 2.117
H -0.618 -0.647 1.386 -0.031 2.157 -1.201
H 0.471 2.260 1.833 -0.164 -1.982 -1.335
H 1.323 0.576 1.829 -1.032 1.535 -1.696
H 0.536 0.464 -2.010 1.498 -0.378 1.436
H 2.398 0.758 -2.007 -1.829 -0.439 1.449
H 2.814 -1.405 -1.224 -1.960 0.568 1.180
H 2.188 -0.901 0.480 -0.924 -0.163 -2.553
H 1.624 -3.229 0.942 -1.030 0.358 -2.175
H 1.624 -3.962 -0.844 -0.688 1.116 1.712
H -1.198 -3.403 0.738 1.863 -1.455 -1.058
H -0.840 -4.496 -0.798 0.876 0.967 2.283
H -0.249 -5.081 0.896 -0.031 2.202 -1.274
H 2.257 -3.087 -3.083 -0.790 1.002 0.093
H 0.821 -2.776 -4.361 -2.521 4.757 3.278
H 1.711 -1.262 -3.601 -0.392 -2.372 0.479
H 1.448 4.039 -0.122 -1.141 -1.836 -1.409
H 1.571 3.263 -1.844 -0.972 -0.490 2.012
H -2.395 3.460 0.041 1.614 0.088 0.520
H -1.379 4.727 0.383 0.309 -1.553 0.002
H -0.457 4.414 -2.835 -0.092 0.907 1.269
H -1.742 4.883 -1.870 1.393 0.341 -0.006
H -0.822 2.152 -2.731 -0.715 0.324 1.189
H -2.312 2.627 -1.977 1.623 -0.508 0.121
La 1.573 -4.223 -5.005 2.263 -5.161 -2.752


65
Properties=species:S:1:pos:R:3:forces:R:3 method="wB97M-V/def2-TZVPD" charge=+2 max_force_ev_per_a=5.67 homo_ha=-0.421
C 1.154 -2.760 1.642 -0.429 0.231 -0.510
C 0.523 -2.783 0.218 0.725 -1.406 2.005
O 1.384 -2.149 -0.735 -1.397 2.262 0.751
C 0.701 -1.113 -1.552 -0.260 2.330 1.423
C 1.170 0.313 -1.241 1.619 -0.727 -0.468
C 1.912 0.412 0.098 0.034 1.165 0.620
O 3.350 0.537 0.068 -0.501 -0.790 0.780
S 3.670 0.513 1.685 3.645 0.443 0.026
O 4.984 1.031 1.807 -0.473 1.949 -0.361
O 3.682 -0.763 2.327 -2.873 -0.337 -0.516
O 2.442 1.531 2.091 0.768 -1.547 -0.197
C 1.514 1.658 0.967 -0.333 -0.993 0.824
C 0.053 1.371 1.385 -0.050 0.109 -0.752
C -0.933 2.223 0.527 -0.574 -0.220 1.240
C -2.266 1.516 0.263 0.206 1.179 -0.077
O -2.924 1.160 1.466 0.112 -0.203 -0.331
C -3.706 0.015 1.232 -0.160 -0.845 -0.063
P 1.856 3.236 0.002 0.470 1.472 -1.728
O 0.895 4.475 0.548 0.585 -1.429 0.411
Cl 3.770 3.819 0.617 -0.912 -0.386 0.093
H 0.834 -1.832 2.128 0.529 -0.114 0.119
H 0.768 -3.577 2.261 -0.098 0.034 -0.306
H 2.241 -2.870 1.614 -0.159 0.262 -0.007
H -0.457 -2.327 0.310 -0.160 0.178 -0.612
H 0.441 -3.845 -0.056 -0.213 0.334 -0.383
H -0.393 -1.147 -1.530 0.163 -0.707 0.105
H 1.000 -1.311 -2.688 -0.480 1.202 1.411
H 1.906 0.602 -2.055 -0.563 0.298 0.778
H 0.358 1.042 -1.306 0.151 -0.333 -0.075
H 1.783 -0.422 0.805 -0.832 -0.102 -0.697
H -0.077 1.434 2.471 -0.099 0.443 -0.268
H -0.156 0.310 1.152 0.089 0.226 0.144
H -0.514 2.530 -0.437 -0.133 -0.093 0.160
H -1.124 3.155 1.080 -0.237 -0.236 -0.312
H -2.885 2.247 -0.300 0.220 -0.742 0.251
H -2.117 0.644 -0.394 0.032 -0.034 0.148
H -4.338 0.097 0.331 0.150 0.194 0.139
H -4.369 -0.224 2.067 0.239 0.420 0.120
H -3.043 -0.856 1.086 -0.180 0.126 -0.023
H 0.508 4.238 1.398 0.015 0.554 0.394
C 4.998 1.099 5.364 -0.365 0.028 -0.183
O 3.679 1.286 5.882 0.164 -0.020 0.198
H 5.698 1.095 6.196 -0.096 0.017 0.061
H 5.059 0.143 4.837 0.197 0.035 -0.030
H 5.250 1.916 4.685 0.187 -0.082 -0.022
H 3.078 1.287 5.136 -0.100 0.018 -0.052
O 5.848 1.918 -4.070 -3.266 0.226 0.630
V 4.236 2.073 -3.573 1.836 0.071 0.298
O 2.587 2.209 -3.100 1.492 -0.607 -1.016
Cl -2.801 -1.045 -3.243 -0.839 -0.225 0.969
C -3.429 -2.743 -3.224 -0.189 -0.294 -0.270
C -4.118 -3.135 -1.944 -0.086 -0.101 -0.299
Cl -3.008 -3.280 -0.582 0.326 -0.035 0.295
H -2.597 -3.403 -3.460 0.043 0.038 0.141
H -4.156 -2.803 -4.033 0.022 0.123 -0.026
H -4.596 -4.130 -2.068 1.027 1.297 -0.072
H -4.889 -2.417 -1.672 0.001 0.015 -0.028
F -2.791 3.015 -2.346 -1.650 0.914 -0.312
K -0.915 -0.818 -5.183 0.770 0.393 -0.909
Br 1.522 -2.886 -2.765 1.380 -4.041 -3.724
Cl -6.211 -5.279 -2.054 -1.545 -2.859 2.694
Be -6.512 -6.496 -0.405 0.407 1.843 -2.601
O -2.605 2.647 -4.236 0.055 0.162 1.210
H -2.633 3.615 -4.338 0.087 -0.246 -0.058
Be -4.295 3.997 -1.153 1.508 -0.839 -1.152


56
Properties=species:S:1:pos:R:3:forces:R:3 method="wB97M-V/def2-TZVPD" charge=0 de_lowest_ev=0.000 max_force_ev_per_a=0.34 homo_ha=-0.341
C -4.831 -1.799 0.525 0.014 -0.153 0.052
P -3.711 -0.706 1.511 0.116 0.320 -0.018
O -4.743 0.444 2.039 -0.094 -0.282 0.121
C -2.866 0.260 0.059 -0.062 -0.171 -0.096
O -3.697 0.360 -1.087 -0.055 0.152 0.148
O -2.814 1.579 0.591 0.148 -0.047 0.107
S -2.364 2.827 -0.322 -0.021 -0.015 -0.005
O -3.473 3.279 -1.090 -0.022 0.025 -0.025
O -1.703 3.713 0.582 -0.023 0.041 -0.003
C -1.160 2.012 -1.357 0.025 -0.058 -0.031
S -0.153 3.296 -2.163 0.010 -0.058 0.013
C -0.440 0.918 -0.552 -0.041 -0.041 0.182
C 0.215 1.346 0.771 0.069 -0.012 0.044
C 1.316 2.386 0.641 -0.044 0.000 -0.050
O 2.324 1.908 -0.238 0.021 0.056 0.037
Si 3.768 1.335 0.340 0.085 -0.053 -0.023
C 4.688 2.718 1.217 -0.138 0.038 0.026
C 4.737 0.704 -1.116 0.068 -0.026 0.092
C 3.462 -0.080 1.528 -0.039 0.037 0.035
C -1.442 -0.250 -0.347 -0.039 -0.033 -0.057
C -0.833 -1.350 0.533 0.059 -0.027 -0.067
C -1.339 -2.758 0.213 -0.027 0.103 -0.006
C -0.786 -3.351 -1.084 -0.130 -0.146 0.009
S 0.976 -3.553 -1.161 0.019 -0.006 0.129
O 1.602 -2.280 -1.353 0.005 0.038 -0.007
O 1.312 -4.640 -2.025 -0.002 0.015 -0.072
O 1.227 -4.028 0.348 -0.082 0.106 -0.062
H -4.840 -2.785 0.990 -0.045 -0.004 -0.012
H -4.556 -1.923 -0.522 0.009 -0.015 0.031
H -5.850 -1.409 0.558 0.036 0.048 -0.034
H -5.377 0.754 1.384 0.003 0.179 -0.148
H -3.642 -0.459 -1.585 0.019 -0.099 -0.089
H -1.763 1.542 -2.133 0.009 0.044 -0.010
H -0.164 2.691 -3.357 -0.015 0.041 -0.023
H 0.363 0.532 -1.185 -0.017 0.070 -0.052
H -0.517 1.676 1.508 -0.028 0.057 -0.066
H 0.701 0.460 1.182 -0.048 0.008 0.046
H 0.945 3.338 0.262 -0.025 -0.027 -0.004
H 1.711 2.587 1.645 0.067 -0.024 -0.030
H 5.659 2.907 0.756 0.008 -0.008 0.016
H 4.108 3.643 1.153 0.042 0.016 -0.014
H 4.847 2.509 2.276 0.040 -0.025 -0.015
H 5.748 0.476 -0.764 0.008 -0.024 -0.072
H 4.822 1.437 -1.919 -0.039 0.014 0.008
H 4.309 -0.216 -1.516 -0.047 0.039 -0.038
H 4.411 -0.474 1.900 -0.007 -0.018 -0.007
H 2.925 -0.892 1.029 0.019 -0.008 -0.001
H 2.878 0.236 2.396 0.004 -0.008 0.001
H -1.592 -0.690 -1.342 0.056 0.030 -0.026
H 0.245 -1.335 0.374 -0.017 -0.026 0.040
H -0.988 -1.139 1.590 -0.047 0.025 -0.007
H -2.428 -2.770 0.106 0.014 0.001 0.033
H -1.110 -3.431 1.038 0.023 0.001 -0.018
H -1.197 -4.344 -1.264 0.034 0.002 0.007
H -1.008 -2.735 -1.958 0.038 0.003 0.001
H 2.083 -4.476 0.391 0.089 -0.092 0.010


51
Properties=species:S:1:pos:R:3:forces:R:3 method="wB97M-V/def2-TZVPD" charge=-1 de_lowest_ev=0.000 max_force_ev_per_a=3.91 homo_ha=-0.107
Al 0.861 -0.010 -1.187 -0.725 0.571 -0.214
Cl 0.388 -2.153 -1.182 -0.432 -1.198 0.483
Cl 2.474 1.154 -0.196 0.685 1.116 1.548
C 2.098 -0.123 -2.656 -0.400 -0.051 -1.595
H 2.938 0.565 -2.750 0.078 -0.191 0.159
H 2.386 -1.130 -2.976 0.072 0.085 -0.270
C -0.173 0.975 -2.642 -1.102 -0.138 2.749
C 0.875 0.453 -3.507 2.951 -0.350 -2.535
H 0.036 2.010 -2.306 0.047 -0.218 -0.458
C 0.445 -0.599 -4.541 -0.342 0.366 -0.009
H 1.294 1.315 -4.059 0.065 -0.257 -0.564
C -0.807 -0.162 -5.303 0.302 -0.029 0.175
H 1.277 -0.774 -5.238 -0.105 0.040 0.186
H 0.243 -1.555 -4.039 -0.002 0.106 0.033
C -1.967 0.060 -4.342 -0.105 -0.327 0.336
H -0.601 0.761 -5.853 0.094 0.085 -0.010
H -1.069 -0.922 -6.042 -0.155 -0.010 -0.131
C -1.623 0.883 -3.079 -0.531 0.734 -0.074
H -2.789 0.548 -4.876 -0.071 -0.054 0.068
H -2.345 -0.921 -4.029 0.093 -0.017 -0.038
H -1.958 1.914 -3.285 -0.183 -0.130 0.026
H -2.243 0.535 -2.236 -0.062 0.029 -0.282
C 2.210 -1.512 1.908 0.154 -0.114 -0.005
N 0.803 -1.370 2.298 -0.152 0.188 -0.018
C 0.110 -2.656 2.372 -0.175 -0.073 -0.192
P -0.034 -0.010 1.868 0.598 -0.130 -1.205
O -0.297 0.269 0.391 -0.036 -0.086 1.867
N -1.491 -0.190 2.606 -0.442 -0.009 0.627
C -2.705 0.309 1.965 -0.128 -0.142 -0.253
C -1.606 -0.439 4.048 -0.073 0.128 -0.293
N 0.850 1.195 2.564 -0.069 0.056 0.381
C 0.537 2.586 2.243 0.126 -0.136 -0.091
C 1.587 1.029 3.811 0.037 0.135 -0.174
H 2.292 -2.062 0.959 0.016 0.193 0.181
H 2.713 -2.083 2.700 0.050 0.081 -0.107
H 2.693 -0.538 1.787 -0.168 -0.203 -0.023
H -0.670 -2.639 3.139 0.110 -0.035 -0.146
H -0.327 -2.935 1.401 0.132 -0.025 0.211
H 0.854 -3.410 2.652 -0.179 0.094 -0.033
H -3.067 -0.408 1.215 0.037 0.321 0.097
H -3.474 0.424 2.738 0.108 -0.003 -0.178
H -2.540 1.286 1.487 -0.098 -0.333 0.043
H -2.169 -1.368 4.220 0.121 0.111 0.080
H -0.629 -0.520 4.543 -0.229 -0.014 -0.308
H -2.169 0.379 4.520 0.194 -0.101 0.003
H 0.199 2.675 1.205 0.146 -0.095 0.233
H -0.234 2.990 2.920 0.077 -0.046 -0.053
H 1.451 3.181 2.364 -0.168 -0.077 -0.139
H 1.029 1.441 4.668 0.079 -0.058 -0.075
H 1.812 -0.026 4.005 -0.117 0.340 -0.082
H 2.534 1.581 3.725 -0.127 -0.128 0.072